{"formula": "C4H6N2OS", "method": "ωB97M-V/def2-TZVPD", "elements": ["C", "C", "C", "C", "N", "S", "N", "O", "H", "H", "H", "H", "H", "H"], "xyz": [[-0.8141, -1.3458, 0.8519], [-1.3015, -0.6578, -0.1387], [-1.1211, 0.8237, -0.1396], [-0.0519, 1.4501, 0.3568], [1.2561, 1.0400, 0.7084], [1.9233, -0.0158, -0.1108], [1.7482, -0.2909, -1.6346], [2.9951, -0.7108, 0.5163], [-0.5795, -0.9427, 1.8449], [-1.1152, -2.3590, 0.8113], [-1.9439, -1.0274, -0.9130], [-1.9473, 1.4728, -0.4334], [0.0348, 2.5713, 0.4617], [0.9171, -0.0076, -2.1812]], "atomic_forces_ev_per_a": [[-0.992, -1.243, 1.634], [0.013, 3.414, -0.797], [-0.148, -0.320, 0.423], [1.284, 2.943, -0.363], [-1.212, -0.948, 0.618], [-0.094, -0.681, -3.724], [0.243, -0.182, 2.237], [0.186, 0.041, -0.123], [0.673, 0.025, -0.785], [0.296, -1.261, 0.378], [0.191, -0.668, -0.425], [0.128, -0.260, 0.094], [-1.068, -1.166, -0.340], [0.501, 0.306, 1.172]], "homo_energy_ev": -9.083, "homo_lumo_gap_ev": 8.9, "max_force_ev_per_a": 3.79, "charge": 0}

---

{"formula": "C4H6N2OS2", "method": "ωB97M-V/def2-TZVPD", "elements": ["N", "S", "N", "O", "C", "C", "C", "C", "S", "H", "H", "H", "H", "H", "H"], "xyz": [[1.8803, -0.7859, -1.5377], [0.4336, -1.1500, -1.1234], [0.6661, -2.3373, 0.0297], [-0.6258, -1.6429, -1.9730], [-0.1728, 0.0737, 0.0304], [-0.1807, 1.4717, -0.0470], [-0.9307, 2.0995, 0.9511], [-1.4365, 1.2313, 1.8399], [-1.2289, -0.4057, 1.3488], [2.1113, 0.1448, -1.9927], [1.6359, -2.2956, 0.1092], [0.3122, -3.0837, -0.5684], [0.4899, 2.0878, -0.7246], [-0.8383, 3.1508, 1.1344], [-2.1155, 1.4415, 2.5232]], "atomic_forces_ev_per_a": [[-0.988, 0.844, -0.534], [1.482, 1.683, 1.166], [-2.207, 0.393, -1.847], [0.369, 0.519, -0.011], [-1.575, 1.633, -0.034], [2.029, -0.691, -1.556], [1.345, 0.454, 0.241], [1.158, -2.065, -3.173], [0.818, 0.473, -0.319], [-0.969, -1.635, 0.719], [2.175, -0.796, 0.540], [0.512, -0.980, 0.782], [-1.061, -1.118, 0.623], [-0.439, 0.435, -0.109], [-2.649, 0.850, 3.514]], "homo_energy_ev": -9.203, "homo_lumo_gap_ev": 9.7, "max_force_ev_per_a": 4.48, "charge": 0}

---

{"formula": "C4H6N2P4", "method": "ωB97M-V/def2-TZVPD", "elements": ["C", "C", "C", "C", "N", "N", "P", "P", "P", "P", "H", "H", "H", "H", "H", "H"], "xyz": [[0.0281, -0.5789, 3.0328], [1.2394, -1.2035, 2.5262], [-0.5307, 0.0918, -2.8622], [0.5447, 0.1954, -1.9328], [-0.8789, -0.3840, 2.1330], [1.2735, -1.2736, 1.2522], [-1.9277, 0.9176, -2.6411], [-1.8782, 1.4967, -0.5060], [0.2460, 1.0137, -0.1547], [-0.2774, -0.8958, 0.6390], [-0.1941, -0.3497, 3.9996], [2.1625, -1.4440, 3.1315], [-0.3259, -0.3745, -3.7197], [1.0875, -0.9062, -1.7090], [1.4112, 0.9028, -2.3020], [-1.9801, 2.7922, -0.8869]], "atomic_forces_ev_per_a": [[-0.756, -1.081, -2.438], [1.712, 0.501, 0.619], [-1.421, 2.219, 2.848], [5.139, -0.771, 2.681], [-0.118, 0.703, 0.573], [0.545, -0.803, -0.861], [-1.523, -0.130, -0.321], [-0.415, -1.678, -0.176], [0.118, 0.314, -1.965], [-0.209, -1.177, 0.713], [-0.279, 0.563, 2.786], [-1.215, 0.189, -0.543], [0.577, -1.761, -3.491], [-1.187, 2.842, -0.536], [-1.451, -1.575, 0.182], [0.484, 1.644, -0.070]], "homo_energy_ev": -8.618, "homo_lumo_gap_ev": 8.2, "max_force_ev_per_a": 5.85, "charge": 0}

---

{"formula": "C4H6N2S", "method": "ωB97M-V/def2-TZVPD", "elements": ["N", "C", "C", "N", "H", "H", "C", "C", "S", "H", "H", "H", "H"], "xyz": [[1.7985, -0.7731, -2.5079], [0.6750, -0.2846, -2.2512], [-0.5398, 0.1295, -2.4640], [-1.6546, 0.5388, -2.7708], [2.3105, -1.1567, -1.7292], [-2.5500, 0.4685, -2.1845], [0.3327, -0.3708, 2.0290], [-0.6592, -0.5752, 0.8977], [-2.2148, -0.6959, 1.4189], [0.4681, 0.6813, 1.9579], [-0.0127, -0.5028, 3.0531], [1.3333, -0.8362, 1.9374], [-0.3997, -1.0649, -0.0387]], "atomic_forces_ev_per_a": [[-0.461, 1.053, -0.399], [-0.500, -0.559, -0.449], [0.538, 0.103, 0.274], [-1.639, -0.270, 0.182], [-0.043, -0.380, 0.596], [2.151, 0.089, -0.359], [1.001, 0.257, -0.911], [-1.417, -2.728, 2.933], [0.426, 0.563, -1.198], [0.785, 1.316, 0.166], [-0.566, -0.429, -0.379], [-0.582, 0.118, -0.346], [0.307, 0.866, -0.112]], "homo_energy_ev": -8.235, "homo_lumo_gap_ev": 7.4, "max_force_ev_per_a": 4.25, "charge": 0}

---

{"formula": "C4H6N2S2", "method": "ωB97M-V/def2-TZVPD", "elements": ["C", "C", "N", "C", "C", "N", "S", "S", "H", "H", "H", "H", "H", "H"], "xyz": [[-0.7525, -1.9929, 0.3173], [-0.8011, -0.5686, -0.0104], [-1.7267, 0.2340, -0.4858], [-1.3318, 1.4869, -0.4004], [-0.0303, 1.5278, 0.0477], [0.2837, 0.2150, 0.2683], [2.0400, -0.2761, 0.7591], [3.0077, 0.2330, -0.9145], [-1.2988, -2.5430, -0.4250], [0.2325, -2.2502, 0.4971], [-1.3853, -2.1235, 1.2381], [-2.1411, 2.2069, -0.4665], [0.5543, 2.4343, 0.1611], [3.3494, 1.4164, -0.5863]], "atomic_forces_ev_per_a": [[-3.428, 0.644, 0.769], [0.946, 1.708, -0.738], [-1.898, -3.561, 0.517], [0.590, 1.300, 0.526], [-1.189, 1.244, -0.411], [3.306, 0.006, 1.212], [-2.723, 0.617, -0.536], [-0.155, -2.048, -0.845], [0.270, -0.596, -0.543], [1.769, -1.090, 0.181], [0.804, -0.060, -0.512], [0.792, 0.533, -0.474], [0.408, -0.702, 0.294], [0.509, 2.005, 0.561]], "homo_energy_ev": -8.379, "homo_lumo_gap_ev": 8.6, "max_force_ev_per_a": 4.07, "charge": 0}

---

{"formula": "C4H6N3", "method": "ωB97M-V/def2-TZVPD", "elements": ["C", "C", "C", "C", "N", "N", "N", "H", "H", "H", "H", "H", "H"], "xyz": [[1.0208, 1.4398, -0.9709], [-0.0225, 0.6415, -0.5699], [-1.0769, -0.7590, 1.2245], [-0.2424, -1.5838, 0.3380], [0.5872, 2.1115, -1.9866], [0.0673, 2.4595, -2.8942], [0.2178, -0.2335, 0.6404], [2.0467, 1.5208, -0.6232], [-1.9920, -0.2918, 0.9462], [-1.0408, -0.9885, 2.2827], [0.0765, -2.3994, 0.8271], [-0.4312, -1.7249, -0.7157], [0.7894, -0.1922, 1.5015]], "atomic_forces_ev_per_a": [[0.756, -2.617, 4.015], [0.394, -0.218, 1.120], [-0.572, -0.237, -0.666], [-2.490, 1.195, -1.431], [-1.242, 1.488, -4.074], [0.399, 0.577, 0.381], [-0.169, 0.501, 1.182], [-0.132, 0.413, -0.190], [-0.217, 0.478, -0.656], [0.404, 0.060, -0.045], [2.330, -2.499, 1.507], [-0.385, 0.130, 0.093], [0.923, 0.728, -1.236]], "homo_energy_ev": -14.017, "homo_lumo_gap_ev": 9.2, "max_force_ev_per_a": 4.85, "charge": 1}

---

{"formula": "C4H6N3O", "method": "ωB97M-V/def2-TZVPD", "elements": ["C", "C", "O", "N", "C", "C", "N", "N", "H", "H", "H", "H", "H", "H"], "xyz": [[2.2987, 0.1688, -0.1982], [1.3518, -1.0164, -0.3366], [1.5948, -2.0617, -0.8305], [0.1275, -0.5452, 0.0238], [-0.6701, -0.7515, 0.9590], [-2.0528, -0.2095, 0.8581], [-2.7869, -0.4816, -0.0840], [-3.3999, -1.0470, -0.9253], [2.3256, 0.8574, -1.0686], [3.2566, -0.2067, 0.2597], [1.9281, 0.8183, 0.5439], [-0.4761, -1.3903, 1.7960], [-2.5896, 0.4729, 1.7137], [-3.7124, -0.8607, -1.8843]], "atomic_forces_ev_per_a": [[1.302, -0.708, 0.393], [2.310, 2.328, -0.153], [-0.340, -1.360, -0.202], [-3.053, -0.189, -0.149], [0.914, -0.218, -0.983], [-1.283, 2.684, 3.874], [-1.313, -1.152, -3.834], [-0.007, -0.791, 2.287], [0.502, -1.091, 0.089], [-0.544, 0.486, -1.286], [-0.709, 0.782, 1.187], [0.001, -0.267, 0.790], [1.461, -1.742, -2.044], [0.760, 1.239, 0.032]], "homo_energy_ev": -13.888, "homo_lumo_gap_ev": 7.2, "max_force_ev_per_a": 4.88, "charge": 1}

---

{"formula": "C4H6N3O2", "method": "ωB97M-V/def2-TZVPD", "elements": ["C", "N", "C", "C", "N", "N", "C", "O", "O", "H", "H", "H", "H", "H", "H"], "xyz": [[-1.1163, -0.7431, -0.5227], [-0.6775, 0.3303, 0.2600], [0.7010, 0.3287, 0.7326], [1.1222, 1.8039, 0.5611], [0.1582, 2.5099, 0.0674], [-0.9241, 1.7739, -0.1249], [-2.2306, 2.3411, -0.3342], [-2.1168, 3.5586, -0.3995], [-3.1333, 1.5215, -0.3394], [-2.0350, -0.3860, -0.9826], [-0.5644, -0.9973, -1.5066], [-1.2111, -1.7643, -0.0007], [1.2345, -0.3306, -0.0124], [0.6626, -0.1741, 1.7921], [2.0171, 2.1314, 0.9593]], "atomic_forces_ev_per_a": [[-0.549, -1.165, -2.529], [0.670, 2.325, 1.554], [-0.625, -1.114, -0.032], [-2.602, -2.091, -0.052], [0.643, -0.761, 0.837], [1.675, -2.575, -0.731], [0.937, 0.805, 0.719], [-1.283, 1.148, -0.522], [-1.354, -0.730, -0.336], [-0.687, -0.529, 0.578], [0.457, 0.424, 1.169], [-0.077, 1.776, -0.273], [0.304, 0.239, 0.965], [0.882, 1.057, -1.570], [1.611, 1.191, 0.222]], "homo_energy_ev": -3.374, "homo_lumo_gap_ev": 7.3, "max_force_ev_per_a": 3.34, "charge": -1}

---

{"formula": "C4H6N3O3PS", "method": "ωB97M-V/def2-TZVPD", "elements": ["C", "C", "C", "C", "N", "N", "N", "O", "O", "O", "P", "S", "H", "H", "H", "H", "H", "H"], "xyz": [[2.9207, -0.4534, -0.3326], [1.6577, -1.0995, -0.3639], [1.9573, 1.5343, 0.0180], [0.6053, 0.9433, 0.0360], [3.0627, 0.8360, -0.0993], [0.5259, -0.4263, -0.1622], [-0.6037, 1.3796, 0.2908], [-3.3914, 0.8112, 0.9271], [-4.1315, -0.9399, -0.6223], [-1.4023, -1.1336, 1.1816], [-1.1890, -0.7406, -0.2989], [-3.5533, 0.3804, -0.4418], [3.8949, -0.9639, -0.4896], [1.6099, -2.2829, -0.5437], [2.0367, 2.5683, 0.0440], [-0.7297, 2.4118, 0.2892], [-2.2854, -0.7882, 1.3536], [-0.9848, -2.0367, -0.7860]], "atomic_forces_ev_per_a": [[-0.703, -3.175, -0.145], [2.728, -3.074, -0.641], [-0.598, -1.774, -0.206], [-0.285, 0.564, 0.792], [-1.513, 2.201, -0.106], [0.920, 1.208, -0.811], [1.287, 1.842, -0.378], [-0.089, -0.050, 0.226], [-0.033, 0.492, 0.073], [-1.032, -0.671, 2.029], [1.198, -0.229, -2.202], [-0.477, -0.540, -0.579], [-1.210, -0.199, 0.130], [-0.065, 2.992, 0.386], [0.094, 1.826, 0.371], [0.209, -1.079, 0.209], [-0.554, 0.268, 1.317], [0.124, -0.604, -0.465]], "homo_energy_ev": -8.519, "homo_lumo_gap_ev": 7.7, "max_force_ev_per_a": 4.16, "charge": 0}

---

Taking the records one at a time from the top gives relative energy (zero: lowest compared OMol25 entry of this formula, charge and spin) values of 554.6; 226.1; 8.0; 481.2; 136.4; 530.9; 398.0; 259.9; 15.9 kJ/mol.